[1]
ORCA calculation (ωB97M-V/def2-TZVPD) on C26H26FN10Sn as an isolated structure at a distorted geometry.

Geometry as XYZ:
```
64
Properties=species:S:1:pos:R:3:forces:R:3
Sn 0.0957 -0.4258 -0.1291 -1.97 -0.70 0.52
C -1.3497 2.2521 0.7585 0.11 0.59 0.26
N -1.8791 1.0800 0.0984 0.62 -0.89 -0.57
C -2.8457 0.3645 0.9103 -0.48 -0.40 0.12
C -2.2137 -0.2616 2.1159 -0.55 -0.20 0.32
C -2.9892 -0.6717 3.1925 0.13 0.03 -0.07
C -2.3734 -1.2772 4.2747 0.02 -0.03 0.01
C -0.9915 -1.4409 4.2721 0.01 0.14 -0.16
C -0.2894 -1.0097 3.1654 0.18 -0.19 0.42
N -0.9026 -0.4412 2.1222 1.45 -0.12 -1.48
C -2.4261 1.4047 -1.2299 -0.32 0.30 -0.21
C -2.0966 0.4460 -2.3382 -0.97 0.07 -0.09
C -3.0143 0.1698 -3.3415 0.12 0.00 0.05
C -2.6223 -0.6303 -4.4044 -0.01 -0.02 -0.04
C -1.3241 -1.1218 -4.4469 0.15 0.16 0.17
C -0.4729 -0.7987 -3.4052 -0.10 -0.28 -0.59
N -0.8765 -0.0315 -2.3941 2.01 -0.68 1.49
C -0.1453 2.7244 0.0007 -0.02 0.38 -0.06
C 0.0847 4.0622 -0.2717 0.18 -0.20 0.12
C 1.2416 4.4155 -0.9531 0.06 -0.08 -0.09
C 2.1162 3.4198 -1.3725 -0.19 -0.24 0.04
C 1.8070 2.1016 -1.0760 0.04 0.64 -0.87
N 0.7108 1.7755 -0.3956 -0.93 -0.58 -0.67
H -2.0946 3.0519 0.8356 0.07 -0.04 -0.02
H -1.0437 1.9860 1.7734 -0.15 0.03 0.03
H -3.6634 1.0112 1.2504 0.09 0.10 -0.16
H -3.2713 -0.4298 0.2930 -0.04 0.04 0.06
H -4.0611 -0.5309 3.1682 -0.02 0.05 0.01
H -2.9618 -1.6172 5.1166 -0.01 0.01 0.01
H -0.4739 -1.8851 5.1090 0.03 -0.02 0.01
H 0.7880 -1.0982 3.1024 0.01 -0.08 0.01
H -3.5117 1.5111 -1.1655 0.07 0.11 0.01
H -2.0156 2.3635 -1.5591 -0.12 0.07 0.18
H -4.0167 0.5705 -3.2861 -0.02 0.03 -0.01
H -3.3237 -0.8690 -5.1931 0.00 0.00 0.01
H -0.9726 -1.7378 -5.2610 -0.02 -0.02 -0.03
H 0.5523 -1.1447 -3.3868 -0.02 -0.08 0.00
H -0.6239 4.8114 0.0539 -0.02 -0.01 0.02
H 1.4486 5.4548 -1.1698 0.02 0.02 -0.02
H 3.0159 3.6610 -1.9184 0.03 -0.05 -0.04
H 2.4514 1.2878 -1.3818 -0.01 0.12 -0.16
N 2.4948 1.8425 1.4278 0.44 -0.15 0.85
C 3.1279 0.8215 0.8480 0.95 -0.48 0.21
N 4.4125 0.9307 0.5934 0.34 1.01 0.30
C 5.0902 -0.1075 0.0927 -0.96 0.03 0.19
N 6.3679 0.0014 -0.1894 -0.06 -0.03 -0.03
N 4.4664 -1.3002 -0.1150 0.13 -0.53 -0.09
C 3.1897 -1.3370 0.1159 0.72 -0.26 -0.17
N 2.4289 -0.3086 0.5331 -1.61 0.17 -0.14
C 2.5121 -2.6476 -0.0128 1.44 -0.37 -0.03
C 3.2261 -3.8369 -0.0183 -0.13 0.14 -0.01
C 2.5085 -5.0278 0.0077 -0.10 -0.02 -0.02
C 1.1176 -4.9899 0.0235 0.23 0.34 0.02
C 0.4899 -3.7505 -0.0209 -0.25 -0.91 -0.06
N 1.2088 -2.6378 -0.0326 -2.26 2.02 -0.23
H 3.0482 2.6228 1.7477 0.05 -0.05 0.09
H 1.5637 1.7184 1.7826 0.19 0.08 0.19
H 6.8614 0.8649 -0.0229 -0.04 0.02 0.03
H 6.8738 -0.7950 -0.5438 0.00 -0.03 -0.01
H 4.3041 -3.7951 -0.0277 0.03 -0.10 0.04
H 3.0308 -5.9752 0.0220 0.00 0.00 0.00
H 0.5205 -5.8885 0.0666 0.01 -0.04 -0.04
H -0.5855 -3.6564 -0.0534 0.06 0.10 -0.01
F -1.4642 -1.7405 -0.4076 1.35 1.06 0.37
```
Forces are in eV/Å.

Summary:
net charge	+3
total energy	-1867.31300	a.u.

Here are the natural (NBO) charges for atoms 1 to 6, given in e: atom 1 (Sn): 2.224, atom 2 (C): -0.283, atom 3 (N): -0.453, atom 4 (C): -0.281, atom 5 (C): 0.230, atom 6 (C): -0.209

=====

[2]
ORCA calculation (ωB97M-V/def2-TZVPD) on C26H26N2OPRu as an isolated structure.

Geometry as XYZ:
```
57
Properties=species:S:1:pos:R:3:forces:R:3
Ru -0.3267 0.2006 -0.2791 -0.12 0.60 -0.16
C -4.6289 1.3443 -5.1632 0.01 0.00 0.01
C -4.9602 1.4160 -3.8160 0.01 0.00 -0.01
C -4.0697 0.9513 -2.8623 0.01 0.05 -0.02
C -2.8473 0.4081 -3.2617 -0.08 0.12 0.16
C -2.5182 0.3296 -4.6146 -0.03 -0.09 -0.09
C -3.4135 0.8022 -5.5612 0.00 0.01 -0.01
P -1.7846 -0.2885 -2.0076 0.53 0.03 0.09
C -0.0712 -0.3365 -2.6099 -0.03 -0.05 -0.23
C 0.4480 0.7320 -3.3896 0.01 0.03 -0.03
C 1.7817 0.7862 -3.6984 0.03 -0.02 0.03
C 2.6630 -0.1993 -3.2185 -0.02 0.01 -0.01
C 2.1874 -1.2355 -2.4520 0.01 0.03 0.02
C 0.8165 -1.3186 -2.1485 -0.04 -0.01 0.16
C -2.2749 -1.9761 -1.6644 0.03 0.00 0.03
C -3.0670 -2.7730 -2.4642 -0.04 -0.10 0.00
C -3.3572 -4.0851 -2.0641 -0.02 0.08 -0.07
C -2.8675 -4.5657 -0.8737 0.04 -0.02 0.09
C -2.0733 -3.7532 -0.0351 -0.01 -0.02 -0.02
C -1.6064 -4.2040 1.2232 -0.07 -0.07 -0.10
C -0.8870 -3.3606 2.0491 0.11 0.20 0.05
C -0.5878 -2.0637 1.6403 -0.09 -0.22 0.16
C -0.9468 -1.5600 0.3745 0.06 0.10 -0.16
C -1.7646 -2.4368 -0.4412 -0.07 -0.06 0.03
H -5.3218 1.7125 -5.9076 0.00 0.00 0.00
H -5.9087 1.8355 -3.5098 0.00 0.00 -0.01
H -4.3303 1.0076 -1.8114 0.00 0.00 0.00
H -1.5779 -0.1063 -4.9339 -0.08 0.01 0.01
H -3.1623 0.7439 -6.6116 -0.01 0.00 0.00
H -0.2233 1.5010 -3.7556 0.03 -0.02 0.01
H 2.1574 1.5903 -4.3172 0.01 -0.01 0.00
H 3.7119 -0.1532 -3.4799 0.00 0.00 0.01
H 2.8522 -2.0211 -2.1174 0.00 0.00 0.00
H 0.4424 -2.2092 -1.6629 0.01 -0.01 -0.05
H -3.4708 -2.3871 -3.3924 0.00 0.00 0.00
H -3.9749 -4.7126 -2.6915 0.00 0.00 0.00
H -3.0993 -5.5752 -0.5574 0.00 0.00 -0.01
H -1.8406 -5.2118 1.5434 0.00 0.00 0.01
H -0.5557 -3.7070 3.0189 0.00 -0.02 0.00
H -0.0449 -1.4412 2.3418 0.01 0.01 -0.01
N 1.5419 0.1649 0.8729 0.02 -0.09 0.04
C 1.7951 1.2351 1.8746 0.04 0.01 -0.03
C 0.6343 1.4156 2.8362 0.00 -0.04 0.02
C -0.6042 2.0421 2.2223 -0.04 0.04 0.00
N -1.3487 1.0881 1.3560 0.05 -0.05 -0.01
H 1.5989 -0.7379 1.3360 0.04 0.00 0.01
H 2.3164 0.1594 0.2114 -0.04 -0.01 -0.04
H 1.9745 2.1630 1.3286 0.00 0.01 0.01
H 2.7070 1.0110 2.4298 0.00 -0.03 -0.01
H 0.9687 2.0545 3.6545 0.00 0.04 -0.04
H 0.3752 0.4602 3.3039 0.01 0.02 0.04
H -0.3333 2.9047 1.6119 0.00 0.02 0.03
H -1.2705 2.4003 3.0082 -0.02 -0.03 -0.01
H -2.1684 1.5569 0.9799 -0.01 0.01 0.02
H -1.7152 0.3405 1.9399 -0.01 0.01 0.01
O 0.6076 3.2460 -1.1980 -0.01 0.09 0.01
C 0.2661 2.2253 -0.8850 -0.24 -0.55 0.06
```
Forces are in eV/Å.

Summary:
2S+1	2
net charge	+2
total energy	-1626.86266	a.u.

Here are the natural (NBO) charges for atoms 1 to 6, given in e: atom 1 (Ru): 0.190, atom 2 (C): -0.151, atom 3 (C): -0.211, atom 4 (C): -0.117, atom 5 (C): -0.442, atom 6 (C): -0.184

=====

[3]
ORCA calculation (ωB97M-V/def2-TZVPD) on C26H26N4S3Ta as an isolated structure.

Geometry as XYZ:
```
60
Properties=species:S:1:pos:R:3:forces:R:3
Ta 0.1776 -1.4811 -0.2842 -0.32 0.06 -0.11
C 1.4989 0.5955 1.4822 -0.04 0.09 -0.01
N 1.7652 -0.7902 0.9523 0.31 -0.02 -0.36
C 2.1028 -1.6884 2.1116 0.09 0.00 0.14
C 1.7840 -3.1095 1.7568 -0.16 -0.11 -0.02
N 0.3515 -3.1602 1.3062 0.36 -0.03 0.12
C 0.0698 -4.5341 0.7522 -0.12 -0.17 0.00
C -0.6144 -2.9726 2.4000 -0.41 0.20 -0.23
C -0.4732 -3.5353 3.6536 0.03 0.04 0.11
C -1.5089 -3.4138 4.5769 -0.05 0.06 -0.07
C -2.6916 -2.7704 4.2360 0.07 -0.03 -0.04
C -2.8562 -2.2337 2.9635 -0.05 0.00 0.11
C -1.8153 -2.3416 2.0593 0.39 -0.01 -0.22
S -2.0140 -1.6873 0.3965 -0.06 -0.34 0.19
C 2.7563 -0.7849 -0.1740 0.00 -0.15 -0.18
C 3.8111 0.1226 -0.1186 -0.12 -0.09 0.07
C 4.7155 0.2331 -1.1563 0.02 -0.02 -0.09
C 4.5461 -0.5247 -2.3107 0.03 0.05 0.05
C 3.4859 -1.4025 -2.4111 -0.06 -0.07 -0.01
C 2.5859 -1.5821 -1.3533 0.03 0.20 0.52
S 1.3378 -2.8683 -1.6813 -0.08 0.35 0.06
H 2.3090 0.9034 2.1403 0.02 -0.03 0.02
H 0.5800 0.5719 2.0689 -0.01 -0.03 0.00
H 1.4105 1.3005 0.6593 0.01 -0.03 0.00
H 1.4733 -1.3684 2.9435 0.03 0.04 -0.01
H 3.1460 -1.5451 2.3950 0.01 0.01 -0.08
H 1.9593 -3.7592 2.6126 -0.04 -0.05 0.00
H 2.4076 -3.4834 0.9440 -0.02 0.04 -0.03
H 0.1220 -5.2581 1.5658 0.00 0.04 0.01
H 0.8010 -4.7958 -0.0056 0.00 -0.01 0.02
H -0.9362 -4.5544 0.3340 0.05 0.00 -0.01
H 0.4169 -4.0833 3.9346 0.00 0.02 0.01
H -1.3910 -3.8421 5.5628 -0.01 -0.01 0.00
H -3.4957 -2.6979 4.9553 0.00 0.01 0.00
H -3.7812 -1.7485 2.6812 -0.01 -0.01 0.02
H 3.9490 0.7241 0.7685 0.03 0.04 0.01
H 5.5545 0.9097 -1.0654 0.00 0.00 0.01
H 5.2477 -0.4379 -3.1296 0.00 -0.01 0.00
H 3.3673 -2.0068 -3.3019 0.00 0.01 -0.01
S -1.4446 3.8774 -3.8260 0.07 0.07 0.02
C -1.0640 2.5755 -2.8220 0.06 -0.03 0.10
C -0.1284 1.6157 -3.3010 -0.08 0.05 -0.09
C 0.1966 0.5415 -2.5500 0.03 -0.20 0.07
N -0.3363 0.2869 -1.2933 0.03 0.25 -0.10
C -1.2247 1.2433 -0.8260 0.10 -0.13 0.09
C -1.5910 2.3446 -1.5220 0.05 0.05 -0.03
C -2.5261 4.8787 -2.8270 -0.12 -0.07 -0.05
C -2.0096 5.9450 -2.1084 0.03 -0.05 -0.02
C -2.9126 6.7116 -1.3790 -0.03 0.01 0.01
N -4.2182 6.4691 -1.3491 0.02 -0.01 -0.01
C -4.6933 5.4576 -2.0684 -0.03 0.01 0.03
C -3.8894 4.6225 -2.8358 0.03 0.05 0.01
H 0.3223 1.7313 -4.2781 0.01 0.00 0.01
H 0.9003 -0.1857 -2.9317 0.01 -0.01 0.01
H -1.6322 1.0730 0.1611 -0.04 -0.05 -0.03
H -2.2963 3.0355 -1.0815 0.00 0.01 -0.01
H -0.9560 6.1889 -2.1192 0.00 0.00 0.00
H -2.5649 7.5589 -0.8000 0.00 0.00 0.00
H -5.7656 5.3049 -2.0390 0.00 0.01 0.00
H -4.3208 3.8244 -3.4249 0.00 0.00 0.00
```
Forces are in eV/Å.

Summary:
net charge	+3
total energy	-2476.03547	a.u.

Here are the natural (NBO) charges for atoms 1 to 6, given in e: atom 1 (Ta): 1.710, atom 2 (C): -0.424, atom 3 (N): -0.536, atom 4 (C): -0.236, atom 5 (C): -0.248, atom 6 (N): -0.534

=====

Across the entries above, ΔE to the lowest compared entry with this formula, charge and spin takes the values 0.000; 0.851; 0.000 eV, respectively.